40
Properties=species:S:1:pos:R:3 method="wB97M-V/def2-TZVPD" smiles="C[C@@H](I)CO[P@](=O)(O)OCCOCC(F)(F)F.c1cc[nH]c1" e_lumo_ev=0.2587 charge=0 orbital_gap_ha=0.29348 homo_energy_ev=-7.727
C 2.550 -3.714 0.200
C 2.852 -2.610 -0.803
I 1.860 -3.067 -2.670
C 2.496 -1.206 -0.335
O 1.382 -1.273 0.581
P 0.633 0.065 0.965
O 1.473 1.266 0.886
O 0.043 -0.277 2.396
O -0.700 0.102 0.097
C -0.820 -0.560 -1.175
C -2.297 -0.750 -1.493
O -2.552 -2.136 -1.719
C -3.679 -2.648 -1.076
C -3.411 -2.943 0.407
F -4.385 -2.477 1.193
F -2.278 -2.384 0.845
F -3.321 -4.243 0.654
H 3.231 -3.624 1.052
H 1.525 -3.664 0.556
H 2.720 -4.691 -0.250
H 3.916 -2.619 -1.034
H 3.342 -0.772 0.202
H 2.257 -0.542 -1.166
H -0.856 -0.629 2.352
H -0.354 -1.545 -1.137
H -0.316 0.037 -1.939
H -2.584 -0.195 -2.389
H -2.884 -0.382 -0.649
H -3.940 -3.591 -1.556
H -4.538 -1.974 -1.131
N 0.707 4.179 0.851
C -0.004 5.046 0.072
C 0.473 6.311 0.301
C 1.513 6.198 1.263
C 1.629 4.869 1.581
H 0.584 3.179 0.886
H -0.785 4.694 -0.580
H 0.117 7.214 -0.167
H 2.107 6.998 1.672
H 2.292 4.357 2.257

32
Properties=species:S:1:pos:R:3 method="wB97M-V/def2-TZVPD" e_lumo_ev="0.4016 / -0.3889" charge=0 orbital_gap_ha="0.29152 / 0.25591" homo_energy_ev="-7.531 / -7.353"
C 1.350 0.748 2.796
C 0.431 0.886 3.770
C 2.681 0.370 3.027
C -0.602 0.665 4.448
C -0.170 2.189 -1.010
C -0.602 1.362 -2.234
C -1.207 0.033 -0.299
C -0.912 1.481 0.150
C -0.452 -0.076 -1.658
C 0.619 -3.037 -2.790
C -0.731 -2.395 -2.163
N 0.932 1.175 1.563
N -0.399 1.476 1.529
O -0.998 -1.078 -2.526
H 3.256 -0.077 2.229
H 2.946 0.135 4.083
H -1.039 1.326 5.263
H -1.344 -0.097 4.254
H 0.858 2.225 -0.880
H -0.653 3.135 -1.198
H -1.718 1.394 -2.557
H -0.012 1.437 -3.107
H -0.862 -0.574 0.471
H -2.307 -0.044 -0.452
H -1.850 1.993 0.299
H 0.550 -0.147 -1.393
H 0.530 -4.153 -2.933
H 0.909 -2.492 -3.665
H 1.418 -3.051 -2.121
H -0.668 -2.574 -1.050
H -1.447 -3.075 -2.637
H 1.491 0.840 0.789

38
Properties=species:S:1:pos:R:3 method="wB97M-V/def2-TZVPD" smiles="CNC(=O)[C@H](C[S-])NC(=O)[C@@H](CCC(=O)O)NC(C)=O" e_lumo_ev=3.0175 charge=-1 orbital_gap_ha=0.27961 homo_energy_ev=-4.591
O -0.949 2.375 3.913
O 2.010 2.917 0.422
O -2.332 -3.216 -1.409
O -1.647 1.270 -0.596
S 1.909 -1.355 -2.089
O 2.067 1.506 -1.357
C -0.952 2.950 2.818
C 2.000 1.756 -0.035
C -1.206 -2.773 -1.673
C -1.055 0.437 0.100
N -0.148 -3.531 -1.936
N -0.715 -0.793 -0.315
N -0.759 2.302 1.665
C -1.231 4.443 2.694
C -0.096 -4.986 -2.077
C 1.925 0.481 0.871
C 0.233 -0.759 -2.603
C 0.868 0.496 1.986
C -0.924 -1.255 -1.670
C -0.558 0.877 1.477
H 2.005 0.538 -1.552
H 0.711 -2.994 -2.004
H -0.178 -1.382 0.267
H -0.752 2.867 0.829
H -1.817 4.670 1.812
H -1.741 4.800 3.622
H -0.259 5.025 2.726
H 0.549 -5.325 -2.916
H 0.214 -5.421 -1.125
H -1.113 -5.327 -2.365
H 2.920 0.394 1.324
H 1.767 -0.398 0.301
H 0.282 0.337 -2.774
H 0.025 -1.146 -3.615
H 1.218 1.130 2.837
H 0.826 -0.483 2.402
H -1.825 -0.791 -2.077
H -1.272 0.366 2.123

40
Properties=species:S:1:pos:R:3 method="wB97M-V/def2-TZVPD" multiplicity=6 e_lumo_ev="-9.7718 / -15.1836" charge=+3 orbital_gap_ha="0.28427 / 0.18161" s2=8.8085 homo_energy_ev="-17.507 / -20.125"
O -2.969 0.008 -5.102
C -3.412 0.518 -4.202
Ru -2.774 1.697 0.594
O -5.526 2.665 -0.385
C -4.433 2.346 0.232
C -2.594 2.160 2.357
O -2.443 2.340 3.514
C -2.012 3.174 -0.274
O -1.738 4.000 -1.072
C -3.417 -0.035 0.737
O -3.924 -1.084 0.617
C 2.116 1.861 0.766
N 2.016 0.648 -0.046
C 3.045 0.537 -1.129
P 0.576 -0.252 0.044
O -0.587 0.559 -0.010
N 0.792 -1.400 -1.122
C 0.218 -2.805 -0.875
C 0.713 -1.054 -2.498
N 0.717 -1.141 1.464
C 1.960 -1.780 1.880
C -0.250 -0.792 2.524
H 1.471 2.675 0.394
H 3.158 2.204 0.772
H 1.812 1.635 1.789
H 3.189 -0.529 -1.424
H 2.783 1.159 -2.042
H 4.010 0.932 -0.739
H -0.905 -2.869 -1.029
H 0.721 -3.503 -1.593
H 0.450 -3.113 0.173
H -0.301 -0.679 -2.819
H 1.438 -0.274 -2.743
H 0.938 -1.948 -3.127
H 2.741 -1.045 1.964
H 1.786 -2.269 2.808
H 2.215 -2.473 1.127
H -0.021 0.237 3.019
H -1.313 -0.726 2.118
H -0.246 -1.582 3.337

Computed values of strongest force on any atom (unit: eV/A) for the preceding records, in sequence: 0.8, 4.5, 3.0, 15.2.